(1)
C14H16NO5S | the ωB97M-V functional and the def2-TZVPD basis

CARTESIAN COORDINATES (ANGSTROEM)
O (1.50517, 4.99942, -2.15428)
H (-0.18178, 5.42798, -4.12364)
C (-1.95839, 2.70144, -2.82597)
C (0.37661, 4.28730, -2.42814)
C (-1.17249, 2.38475, -1.79401)
H (1.61399, -1.78366, 2.79741)
C (-3.24564, -0.87263, 0.78989)
H (-4.10960, -0.23317, 0.38193)
H (2.72098, -0.41149, 2.20188)
H (-2.58316, -4.10745, 2.66669)
C (-0.94030, -2.57359, 1.81661)
C (-2.38391, -3.13702, 2.11233)
H (3.87087, -1.66738, 0.49496)
S (0.83832, -0.63571, 0.64857)
H (-4.58364, -2.53020, 1.66491)
O (2.71358, -4.13630, 2.64781)
N (-1.92320, -0.41185, 0.55525)
C (-3.49088, -2.20136, 1.52870)
C (-1.62046, 3.82804, -3.74286)
H (-1.40551, 1.56818, -1.12249)
H (1.89481, 4.57693, -1.36479)
H (2.41889, -2.76601, 0.21896)
O (0.80296, 2.87235, -0.60142)
O (-2.35031, 4.07636, -4.68457)
C (-0.89952, -1.25257, 1.03775)
C (2.06554, -1.30478, 1.86798)
C (0.05241, 3.14391, -1.52872)
C (-0.40663, 4.60229, -3.46195)
H (2.55435, -3.64580, 3.48799)
O (-3.09926, 2.00778, -3.08302)
C (3.75795, -3.41264, 1.94855)
H (-3.48563, 2.42783, -3.87739)
H (4.57443, -2.98367, 2.62172)
H (-0.00005, -3.13926, 2.14977)
H (4.26219, -4.14573, 1.21344)
H (0.75893, 0.73301, 0.90027)
C (3.05839, -2.28528, 1.03992)

Summary:
Total charge   +1
Largest force on an atom   5.929 eV/A

---

(2)
C14H16O | the ωB97M-V functional and the def2-TZVPD basis

CARTESIAN COORDINATES (ANGSTROEM)
H (-1.70735, 3.31004, -4.64223)
C (-1.41453, 0.41779, -0.77739)
H (0.42265, -3.05723, 0.82500)
H (-2.79019, 1.36284, -3.67291)
H (-3.41459, 0.20580, -1.57299)
O (-1.66793, -0.32041, 0.35661)
C (0.92567, -0.85009, 3.93982)
H (-0.87112, -1.66758, 4.71525)
C (1.59660, -1.65491, 1.77959)
H (2.69394, -0.19381, 2.83618)
H (-0.75211, 4.12789, -3.40019)
C (-0.17004, -1.68568, 3.88641)
C (-0.41947, -2.50706, 2.79713)
C (0.03591, 1.83029, -2.03143)
H (0.65852, 0.75131, -0.28905)
C (-0.85311, 3.20465, -3.97607)
H (0.03363, 3.18032, -4.58794)
H (1.22914, -0.27915, 4.80958)
C (2.55219, -1.60886, 0.60480)
C (-0.97320, 2.12465, -2.95251)
H (0.99093, 2.31907, -2.20129)
H (3.55656, -1.44346, 0.99573)
H (2.56814, -2.55214, 0.06194)
C (-0.14487, 0.95260, -0.97925)
H (-0.84761, -0.75332, 0.64666)
C (-2.15865, 1.40926, -2.79188)
C (1.79890, -0.79896, 2.86016)
C (-2.42369, 0.56494, -1.70830)
H (-1.30746, -3.11240, 2.76660)
C (0.48875, -2.51232, 1.75447)
H (2.36443, -0.76403, -0.05249)

Summary:
Energy relative to the best compared isomer or geometry (same formula, charge and spin)   11.21 kcal per mole
Total charge   0
SMILES   Cc1ccc(O)cc1.Cc1ccccc1
Largest force on an atom   1.807 eV/A

---

(3)
C14H16O | the ωB97M-V functional and the def2-TZVPD basis

CARTESIAN COORDINATES (ANGSTROEM)
C (-1.23602, -0.53410, -2.27412)
C (0.31891, 0.51192, 1.32160)
H (-2.93201, -2.26083, -0.23235)
C (0.81114, 0.00851, 3.74337)
H (1.22444, -1.65087, -4.33532)
H (1.83988, -0.35045, 3.73314)
H (1.41169, 4.17382, 1.80916)
H (0.24220, -0.92975, 3.68888)
C (1.05312, 2.28799, 2.66582)
H (-1.83255, 0.35646, -2.16631)
C (0.51588, -1.70362, -3.50344)
C (0.45072, -2.79168, -2.61930)
C (-1.18439, -1.55653, -1.31919)
C (0.76318, 2.67603, 0.30083)
H (-0.14395, -0.44880, 1.18034)
H (-0.04790, 0.90931, -0.69162)
O (0.98047, 3.50986, -0.77513)
C (0.34853, 1.38245, 0.22234)
H (1.09062, -3.63496, -2.75982)
C (-0.26394, -0.58782, -3.26636)
H (-1.57485, -1.91421, 0.74916)
C (-2.12268, -1.54007, -0.12745)
H (1.32358, 2.66722, 3.63652)
H (-2.34496, -0.47345, 0.06727)
H (-0.49788, -3.54147, -0.85291)
H (-0.34297, 0.29882, -3.88385)
C (-0.44555, -2.71352, -1.56046)
C (1.08233, 3.16973, 1.59336)
H (0.39184, 0.55889, 4.58402)
C (0.71839, 0.92238, 2.55026)
H (0.40272, 3.19877, -1.47843)

Summary:
Energy relative to the best compared isomer or geometry (same formula, charge and spin)   21.36 kcal per mole
Total charge   0
SMILES   Cc1ccc(O)cc1.Cc1ccccc1
Largest force on an atom   2.305 eV/A

---

(4)
C14H16O | the ωB97M-V functional and the def2-TZVPD basis

CARTESIAN COORDINATES (ANGSTROEM)
H (-0.13427, -2.09551, -1.25367)
C (-0.83609, 2.41750, 1.66979)
H (-1.67976, 2.99707, 2.10932)
H (1.31148, -2.32901, 0.78472)
C (-2.22931, -1.65759, 1.22725)
C (1.43406, -1.49537, 0.04620)
H (0.10772, 2.37036, 2.46302)
C (-1.30256, 0.26684, 0.27155)
C (2.74844, 0.32628, -0.91474)
H (1.06246, 1.85963, -3.27901)
H (2.40500, 1.20912, -4.08700)
H (-0.89667, 0.92036, -0.54833)
H (-1.81025, 0.72707, 3.63239)
C (2.00582, 1.64540, -2.96213)
C (0.65588, -1.44577, -1.14571)
H (-0.67365, 2.93678, 0.83938)
H (3.59707, 1.04133, -0.88141)
C (-2.60255, -0.94041, 2.34704)
C (0.86245, -0.49407, -2.17956)
C (1.83625, 0.44729, -2.05974)
H (3.01960, -0.71998, 1.10927)
C (2.50260, -0.56629, 0.12846)
C (-1.86484, 0.25871, 2.58064)
C (-1.83291, -1.00597, 0.03182)
H (-1.94073, -1.38010, -0.98404)
H (0.25887, -0.51291, -2.97386)
H (-3.21107, -1.28607, 3.00142)
C (-1.23161, 0.81493, 1.49515)
H (-1.91108, -3.63501, 0.69441)
H (2.78167, 2.34192, -2.46603)
O (-2.43202, -3.01654, 1.30341)

Summary:
Energy relative to the best compared isomer or geometry (same formula, charge and spin)   102.17 kcal per mole
Total charge   0
SMILES   Cc1ccc(O)cc1.Cc1ccccc1
Largest force on an atom   7.378 eV/A

---

Number 1: electronic energy -37328.36274 eV, HOMO energy -11.95 eV, gap between HOMO and LUMO 0.300 Eh. Number 2: electronic energy -16824.74903 eV, HOMO energy -8.25 eV, gap between HOMO and LUMO 0.336 Eh. Number 3: electronic energy -16824.30880 eV, HOMO energy -8.45 eV, gap between HOMO and LUMO 0.337 Eh. Number 4: electronic energy -16820.80473 eV, HOMO energy -8.15 eV, gap between HOMO and LUMO 0.325 Eh.